{"formula": "C40H74O13", "method": "ωB97M-V/def2-TZVPD", "largest_force_ev_per_a": 6.29, "smiles": "O=C1CCCO1.O=C1CCCO1.O=C1CCCO1.C1CCOC1.C1CCOC1.C1CCOC1.C1CCOC1.C1CCOC1.C1CCOC1.C1CCOC1", "de_lowest_ev": 4.064, "orbital_gap_ev": 9.4, "lumo_ev": 0.28, "homo_ev": -9.12, "elements": ["C", "C", "H", "C", "H", "H", "H", "H", "H", "H", "O", "C", "O", "H", "C", "C", "H", "C", "C", "C", "H", "H", "C", "H", "C", "H", "C", "C", "H", "H", "H", "H", "H", "H", "O", "C", "H", "H", "H", "C", "C", "O", "H", "C", "H", "H", "H", "C", "H", "O", "H", "H", "C", "H", "O", "O", "H", "H", "H", "C", "H", "C", "H", "C", "H", "H", "H", "H", "H", "H", "O", "H", "H", "H", "H", "H", "H", "C", "O", "C", "H", "H", "H", "H", "H", "C", "O", "H", "H", "H", "C", "C", "H", "H", "H", "C", "C", "H", "H", "H", "O", "H", "H", "C", "C", "O", "C", "O", "H", "C", "H", "H", "H", "H", "C", "H", "C", "C", "C", "H", "H", "H", "C", "H", "H", "C", "C"], "xyz": [[-0.50823, -2.79540, -5.97150], [-0.29940, 2.60789, -3.69981], [-3.06816, 0.61607, -2.79870], [4.84964, -4.25443, 0.97719], [-5.75827, 0.32148, 0.02224], [-0.32563, 5.58966, -2.36104], [6.61381, -2.61446, 2.50498], [-0.32798, 3.41486, -1.85484], [-2.60182, -0.90008, 6.60789], [-3.32145, 5.87187, 0.73274], [-4.66911, 3.65590, 4.23744], [-1.41309, 6.83776, 0.65516], [1.30064, -5.22224, -1.56350], [3.50456, -5.51161, -3.64533], [5.62524, -4.63104, 2.14967], [-3.67806, 0.29409, -0.69247], [-6.16078, 1.65284, -2.44009], [-0.80575, -1.44806, -4.08657], [-5.45125, 1.73481, -1.61671], [-1.03504, -0.37747, 8.68876], [-2.41271, -3.52520, -5.84495], [-1.57252, 2.41767, 4.26245], [-3.21052, 1.17819, -1.87573], [0.11632, -2.29502, 6.19891], [-0.69042, -2.09408, 6.90383], [0.53409, 1.60966, 1.41169], [3.99672, -3.01182, 1.42655], [3.47491, -5.18812, -2.60485], [5.51518, -3.88979, 0.19475], [-3.35536, -0.74690, -0.67501], [1.60282, -1.68629, 0.13702], [-3.14621, 1.47008, 2.28911], [-5.20152, 1.61889, 3.57383], [4.45634, -4.73496, -2.46504], [-4.18828, 2.16565, -1.94595], [4.31644, 0.34617, -4.18101], [2.50452, -0.20740, -5.15126], [0.02534, 6.64244, 2.19980], [1.96675, 0.38512, -0.08799], [-1.51746, -0.83734, 6.51671], [-5.16508, 0.36955, -0.89094], [0.86490, 3.32855, -5.76456], [3.96190, -2.23011, 0.66773], [-0.88067, 3.63342, -2.76856], [-1.90825, 7.77613, 0.90488], [5.67895, -0.83594, -3.09983], [-0.26519, -2.50922, -6.99481], [-4.77172, 2.55857, 3.22688], [-0.79237, -2.47252, 8.94820], [4.61613, -2.63147, 2.71362], [-3.49032, 3.45043, 5.91744], [-0.40894, 0.18055, 9.38498], [0.88957, 0.27284, -0.21114], [2.56218, -5.69464, -0.07489], [0.31567, 4.86846, -4.24808], [-1.07456, 0.20291, 7.33359], [1.67811, -7.09292, -0.60136], [-1.93580, 3.41856, -2.59928], [4.23418, -6.75938, -1.45348], [-0.29225, -1.70319, 8.35990], [3.84272, 1.31929, -4.05168], [-2.41412, 5.79973, 0.13303], [1.67219, -3.91484, -3.12433], [-0.91223, 6.16875, 1.90881], [-2.80281, 5.80336, -0.88531], [0.72001, 0.51871, -1.25942], [-0.47640, 3.96150, 2.13244], [-1.61253, 6.16443, 2.74408], [-1.34515, -2.92915, 6.65470], [0.39229, 2.01088, -3.10547], [0.08856, -1.86576, -5.03501], [0.02476, -1.67398, -0.67723], [-0.65865, 7.06562, -0.09784], [-2.77958, 1.38293, 4.73047], [-5.89633, 2.46654, -0.94251], [4.23737, -5.10083, 0.66601], [-2.27028, -2.84289, -3.59488], [2.17889, -4.32123, -2.24900], [-1.13942, -0.09419, 2.74654], [5.82851, -3.29676, 2.83036], [-5.53419, -0.43473, -1.52732], [-0.83972, 1.56331, 0.34970], [-3.01625, 3.24462, 2.25130], [2.50801, -3.49927, -1.61327], [5.12950, 0.77925, -2.29807], [2.14571, -6.17587, -0.95979], [-1.85749, 4.63929, 0.57272], [5.05289, 0.44546, -4.97843], [-5.25684, 3.07223, 2.39686], [3.01819, -3.48165, 1.52578], [-3.34104, 2.38857, 2.84273], [-2.16562, -2.01992, -4.30189], [-1.24222, -0.52720, 5.50868], [6.13444, -3.50841, 3.85491], [2.04751, -1.77605, -3.09047], [2.58399, -0.82722, -3.09206], [0.39626, 3.59482, -4.62336], [5.12452, -5.22679, 2.91285], [-2.72870, 4.39688, 4.63787], [-2.04613, -0.40475, 9.09503], [3.71099, -0.78783, -2.23222], [-2.21102, -1.74908, -6.47164], [-0.22457, -3.77484, -5.58633], [-3.37164, 3.53966, 4.83761], [-0.64727, 4.77446, 1.42674], [0.01563, -1.32791, 1.33150], [3.25039, -6.50938, -1.85068], [-0.47841, -0.71845, -3.14705], [-2.23865, 1.54850, -1.54949], [3.22350, -0.62947, -4.44909], [1.87548, -0.06359, -2.77111], [3.07195, -7.34532, -2.52705], [-0.98376, 1.96564, -4.25410], [0.17983, 4.72615, 0.71846], [-0.02558, 0.95497, 0.74367], [-1.60323, 5.37301, -3.64266], [0.63062, -1.19545, 0.09222], [-0.52559, -0.20253, 1.64659], [-1.98628, -2.52733, -5.74231], [0.77396, -1.49702, 8.45369], [-3.35409, 0.74079, 0.24752], [-2.94799, -1.26101, -4.30918], [4.88399, -0.14246, -2.82560], [3.43331, -1.57802, -4.94341], [6.57517, -5.12537, 1.94628], [-2.65874, 2.33801, 4.21925], [-0.65935, 5.01926, -3.22786]], "forces_ev_per_a": [[-0.550, 1.009, 1.770], [0.717, 1.291, -0.534], [-0.187, -0.043, -0.236], [-0.924, 0.886, -1.512], [0.132, -0.107, 0.127], [0.174, 0.578, -0.579], [0.414, -0.318, -0.852], [-0.472, 0.597, 0.511], [-0.173, -0.617, 0.003], [-0.546, 0.652, 0.028], [0.097, -1.452, -0.406], [-1.505, 1.135, -0.568], [0.065, -0.102, -0.838], [-0.294, 0.622, -0.355], [1.787, 0.194, 1.630], [-0.136, -0.022, -0.463], [0.290, -0.237, -0.472], [1.427, 1.670, 1.961], [-0.409, -1.354, 1.653], [1.120, -0.119, -2.126], [-1.025, 0.519, -0.703], [0.060, 0.473, -0.481], [0.565, -1.413, 1.596], [0.432, 0.656, 0.285], [-0.997, 1.200, -0.663], [-0.179, 0.073, 0.194], [0.979, -2.126, 0.714], [-1.064, -0.189, -1.348], [0.055, -0.502, -0.290], [0.286, 0.074, -0.288], [-0.226, -0.409, 0.009], [-0.029, 0.023, -0.096], [-0.422, 0.326, 0.254], [-0.324, 0.320, 0.603], [1.499, 1.970, -1.437], [0.525, 0.156, 0.147], [-0.191, 0.255, -0.001], [-0.042, 0.112, 0.444], [-0.111, 0.736, 0.470], [1.156, 0.312, -1.270], [-2.007, 0.320, -0.028], [-1.073, 0.637, 3.844], [0.244, 0.265, 0.331], [-1.548, -2.281, 2.509], [0.002, 0.131, -0.162], [0.152, -0.123, 0.993], [0.626, -0.503, 0.260], [0.705, 2.400, -0.055], [1.175, -0.272, 0.783], [-2.127, 0.427, -1.019], [-0.023, 0.060, 0.093], [-0.123, 0.533, -0.380], [0.459, -0.494, -1.022], [0.020, -0.005, 0.364], [0.333, 0.727, 0.164], [0.156, 0.896, 2.164], [-0.894, 0.352, -0.193], [0.049, 0.262, 0.357], [-0.328, -0.160, 0.991], [-1.949, -0.810, -0.073], [0.077, 0.147, 0.011], [-0.717, 1.631, 1.858], [-0.043, -0.132, 0.060], [1.935, 0.228, 0.344], [0.919, -0.119, -0.429], [-0.362, -0.196, 0.114], [-0.901, 0.022, 0.091], [-0.123, 0.169, -0.166], [-0.090, -0.488, 1.192], [0.148, -0.277, -0.701], [0.157, 0.812, 0.721], [-0.084, -0.089, 0.021], [0.367, -0.172, 0.241], [-0.763, -0.022, -0.012], [0.054, 0.074, 0.194], [0.004, 0.364, -0.515], [-0.456, 0.206, 0.120], [1.481, -0.937, -0.227], [1.359, -0.020, -3.760], [1.239, -0.042, 0.789], [0.164, -0.175, -0.037], [-0.065, -0.224, -0.179], [0.121, 0.004, 0.020], [-0.228, 0.129, 0.262], [0.549, -0.667, 0.664], [-0.133, -0.361, 2.402], [1.516, -4.826, 0.188], [0.089, -0.110, 0.097], [-0.795, -0.652, 0.094], [-0.462, 0.894, 0.778], [1.137, -1.294, 0.079], [0.739, -0.300, -1.851], [-0.450, -0.036, -0.214], [-0.647, 0.356, 0.487], [0.257, -0.070, 0.556], [0.693, 0.113, -0.668], [1.640, -1.890, -5.533], [-0.435, -0.263, -0.383], [-0.374, 0.501, -0.123], [-0.105, -0.533, -0.070], [1.396, -0.421, 1.411], [-0.925, -0.374, 0.050], [0.250, -0.176, -0.794], [0.277, -0.572, 0.789], [-1.310, 0.718, -2.014], [-0.022, -1.147, -0.200], [2.119, 0.242, -1.579], [-0.445, -1.406, -2.073], [-0.069, 0.669, -0.543], [-2.041, 0.223, -1.383], [0.061, 0.163, -0.437], [-0.533, 0.165, -0.164], [0.123, 0.171, -0.001], [0.422, 0.214, 0.099], [-0.374, 0.212, 1.379], [0.311, 0.643, -0.176], [1.488, -1.121, -2.314], [-1.948, 2.705, 5.330], [-0.049, -1.272, -0.140], [-0.158, -0.689, 0.301], [-0.098, 0.144, -0.039], [0.086, -0.208, 0.732], [-2.200, 0.568, -1.838], [0.782, -0.174, 0.424], [0.001, -0.057, -0.183], [0.020, 0.242, -0.142], [-0.398, -0.406, 0.185]]}